DFT (wB97M-V/def2-TZVPD) results for a cluster of 2 separate species, C3H11NS in total at a distorted geometry.

HOMO level (eV): -8.67
Relative energy (zero: lowest compared OMol25 entry of this formula, charge and spin) (kcal/mol): 25.6
SMILES: CCN.CS
Net charge: 0
Gap between HOMO and LUMO (eV): 9.70
Energy (Eh): -573.7908
M (u): 93.2

Element x y z (Å)
1 C 0.9642 0.5294 -2.8700
2 C 1.4795 1.8161 -3.5954
3 N 0.7300 2.9570 -3.1366
4 H 0.2561 -0.2136 -3.3086
5 H 0.5249 0.9795 -1.9743
6 H 1.8635 -0.0683 -2.6630
7 H 1.6548 1.8249 -4.6682
8 H 2.5054 1.9969 -3.1683
9 H 1.1437 3.7088 -2.6271
10 H -0.2394 2.7694 -2.9557
11 C -1.7240 -3.1567 5.1156
12 S -2.6594 -1.7847 5.6891
13 H -1.4016 -3.0368 4.0938
14 H -2.4057 -4.0131 5.1587
15 H -0.8704 -3.4839 5.7120
16 H -1.8215 -0.8250 5.1980


DFT (wB97M-V/def2-TZVPD) results for a structure of composition C26H23GdN5S2SbSe4Te at a distorted geometry.

HOMO level (spin up / spin down) (eV): -0.86 / -0.74
Expectation value of S²: 16.124
Multiplicity: 8
Net charge: -2
Gap between HOMO and LUMO (spin up / spin down) (eV): 4.76 / 4.59
Energy (Eh): -12954.4947
M (u): 1192.1

Element x y z (Å)
1 Gd 8.3893 10.0805 9.3511
2 Se 9.3032 8.9814 4.8084
3 Sb 7.9697 10.6271 6.0786
4 Se 6.2296 9.4490 7.4610
5 Se 9.4908 12.0245 7.4676
6 Se 6.8477 12.2078 4.5950
7 C 6.1525 13.7955 7.9065
8 C 6.9457 14.8176 8.4100
9 C 7.6872 14.5831 9.5699
10 C 7.7261 13.2666 10.0887
11 N 6.9579 12.2669 9.5618
12 C 6.1111 12.5664 8.5677
13 C 8.6640 12.9323 11.1620
14 C 8.9818 13.8965 12.1349
15 C 9.9553 13.5994 13.0860
16 C 10.6136 12.3685 13.0124
17 C 10.2478 11.4766 12.0226
18 N 9.2893 11.7434 11.1226
19 H 5.5531 13.9034 6.9940
20 H 7.0434 15.7810 7.8969
21 H 8.2785 15.3581 10.0207
22 H 5.4609 11.7620 8.2411
23 H 8.5098 14.8806 12.1239
24 H 10.1990 14.3036 13.8628
25 H 11.4000 12.0831 13.7114
26 H 10.7631 10.5342 11.8999
27 S 8.8639 9.2552 13.2715
28 C 7.9100 8.6180 12.0990
29 N 8.0585 7.2639 11.8533
30 C 7.3718 6.6237 10.8386
31 C 6.1587 7.1767 10.5384
32 C 5.9949 8.5419 10.7991
33 N 6.9451 9.3067 11.4141
34 H 8.8500 6.8075 12.2895
35 H 7.8364 5.6846 10.4954
36 H 5.4837 6.6165 9.8836
37 H 5.1618 9.0981 10.3981
38 Te 8.8052 6.9106 8.6709
39 N 10.6717 9.3998 9.1285
40 S 11.6037 9.6979 7.7940
41 C 12.8254 11.0037 8.0907
42 C 12.7063 12.0234 9.0515
43 C 13.6467 13.0571 9.0622
44 C 14.6463 13.1095 8.1173
45 C 14.6950 12.1681 7.1063
46 C 13.7988 11.1057 7.1092
47 C 12.6304 8.2555 7.6772
48 C 12.2540 7.2852 6.7558
49 C 13.0365 6.1404 6.5775
50 C 14.1735 5.9726 7.3369
51 C 14.5640 6.9451 8.2342
52 C 13.7530 8.0723 8.4509
53 H 11.1680 8.6979 9.6808
54 H 11.8708 11.9900 9.7386
55 H 13.5830 13.8344 9.8027
56 H 15.3700 13.8979 8.1809
57 H 15.4480 12.2488 6.3236
58 H 13.8421 10.3510 6.3232
59 H 11.3388 7.4474 6.1699
60 H 12.7448 5.4103 5.8274
61 H 14.8138 5.1181 7.1650
62 H 15.5372 6.8665 8.7052
63 H 14.0739 8.8586 9.1322


DFT (wB97M-V/def2-TZVPD) results for the molecule C3H3NO2 at a distorted geometry.

HOMO level (eV): -9.21
Relative energy (zero: lowest compared OMol25 entry of this formula, charge and spin) (kcal/mol): 61.3
SMILES: Oc1cnco1
Net charge: 0
Gap between HOMO and LUMO (eV): 9.58
Energy (Eh): -321.2799
M (u): 85.1

Element x y z (Å)
1 O 2.0175 -0.3359 0.1051
2 C 0.7196 0.0793 -0.1067
3 C -0.2916 1.0102 -0.0470
4 N -1.5658 0.3669 -0.0539
5 C -1.2908 -0.8490 0.0643
6 O -0.0327 -1.1697 -0.0783
7 H 2.6025 0.3832 -0.4229
8 H -0.1151 2.0805 0.3983
9 H -2.0436 -1.5653 0.1410


DFT (wB97M-V/def2-TZVPD) results for a structure of composition C4H5BaLiO3 at a distorted geometry.

HOMO level (spin up / spin down) (eV): -8.15 / -11.63
Relative energy (zero: lowest compared OMol25 entry of this formula, charge and spin) (kcal/mol): 0.0
Expectation value of S²: 0.750
Multiplicity: 2
Net charge: +1
Gap between HOMO and LUMO (spin up / spin down) (eV): 5.22 / 8.26
Energy (Eh): -413.8505
M (u): 245.4

Element x y z (Å)
1 Ba 1.6070 -1.7194 1.7345
2 O 0.0546 -1.3149 -0.4764
3 C -0.4152 -2.1434 -1.5541
4 H -1.5044 -2.2362 -1.5047
5 H -0.0926 -1.6895 -2.4962
6 H 0.0647 -3.1111 -1.3940
7 C 0.8809 2.3343 1.6889
8 C 0.3456 1.7228 0.6279
9 O 0.0919 0.3070 0.9311
10 C -0.4308 -0.0871 -0.3241
11 O -1.2854 0.4342 -1.0041
12 Li -1.4108 2.3535 -0.4847
13 H 0.6417 3.3901 1.8282
14 H 1.4528 1.7596 2.4277


DFT (wB97M-V/def2-TZVPD) results for a cluster of 2 separate species, C2H6NS in total at a distorted geometry.

HOMO level (eV): -2.59
Relative energy (zero: lowest compared OMol25 entry of this formula, charge and spin) (kcal/mol): 40.8
Net charge: -1
Gap between HOMO and LUMO (eV): 6.63
Energy (Eh): -532.7062
M (u): 76.1

Element x y z (Å)
1 S -2.2288 0.7540 -1.8958
2 H -3.3828 1.3476 -1.5783
3 C 1.1968 0.5991 0.8672
4 C 0.1247 -1.3090 0.0724
5 N 0.4716 -0.6932 1.2105
6 H 0.3456 1.2080 0.2699
7 H 2.0508 0.4480 0.1324
8 H 1.2878 1.0458 1.8001
9 H -0.0871 -2.3980 0.1290
10 H 0.2213 -1.0022 -1.0073


DFT (wB97M-V/def2-TZVPD) results for a structure of composition C21H25Co2O6SiSn at a distorted geometry.

HOMO level (eV): -3.85
Relative energy (zero: lowest compared OMol25 entry of this formula, charge and spin) (kcal/mol): 0.0
Net charge: -1
Gap between HOMO and LUMO (eV): 6.36
Energy (Eh): -4535.8889
M (u): 638.1

Element x y z (Å)
1 C 2.2824 0.4773 -2.6024
2 Si 0.9310 -0.7602 -2.4353
3 C 1.5147 -2.4726 -2.8309
4 H 0.6377 -0.7531 -0.8294
5 C -0.3702 -0.3304 -3.7046
6 Sn -2.3467 0.2557 -3.0114
7 C -3.8032 0.3561 -4.5943
8 C -2.9421 -1.2880 -1.6608
9 C -2.3067 2.2975 -2.3492
10 H 2.5490 0.5122 -3.6691
11 H 1.9812 1.4688 -2.2451
12 H 3.1476 0.1684 -2.0061
13 H 1.7784 -2.4972 -3.8951
14 H 2.3988 -2.7215 -2.2395
15 H 0.7633 -3.2417 -2.6301
16 H -0.0035 0.5140 -4.3101
17 H -0.5523 -1.1999 -4.3587
18 H -4.7987 0.4209 -4.1406
19 H -3.6218 1.2478 -5.2028
20 H -3.7428 -0.5329 -5.2279
21 H -3.5239 -0.8417 -0.8497
22 H -3.5822 -1.9694 -2.2351
23 H -2.0732 -1.8170 -1.2604
24 H -3.1463 2.4831 -1.6725
25 H -1.3735 2.5606 -1.8457
26 H -2.3953 2.9373 -3.2331
27 O -3.8216 1.1950 0.5665
28 C -2.6791 1.2750 0.7937
29 Co -0.9578 1.4329 1.2034
30 C 0.1848 2.2105 0.1141
31 O 0.9501 2.7728 -0.5525
32 C -1.2066 3.1486 2.0034
33 O -1.8146 4.1395 1.8311
34 C -0.3433 0.4969 2.6165
35 C -0.0255 -0.0944 1.4051
36 C 0.5705 -1.2838 0.9469
37 C 1.5764 -1.9072 1.8468
38 C 1.6195 -3.3104 2.0357
39 C 2.3711 -3.8732 3.0547
40 C 3.1805 -3.0630 3.8693
41 C 3.2244 -1.6814 3.6298
42 C 2.4579 -1.1187 2.6105
43 Co 0.0810 2.3239 3.2486
44 C 0.2373 3.9381 3.9447
45 O 0.2414 5.0255 4.3364
46 C 1.7030 2.5451 2.5655
47 O 2.7448 2.7360 2.1128
48 C -0.0664 1.8387 4.9433
49 O -0.2104 1.6102 6.0641
50 H -0.7838 -0.1301 3.4145
51 H -0.0490 -2.0187 0.4065
52 H 1.0004 -3.9392 1.3944
53 H 2.3311 -4.9520 3.2383
54 H 3.7298 -3.4996 4.7115
55 H 3.8482 -1.0464 4.2582
56 H 2.5042 -0.0444 2.4261


DFT (wB97M-V/def2-TZVPD) results for a structure of composition C27H39AlN6PS at a distorted geometry.

HOMO level (eV): -4.41
Net charge: -1
Gap between HOMO and LUMO (eV): 6.37
Energy (Eh): -2362.7193
M (u): 537.7

Element x y z (Å)
1 C -0.4928 7.8674 4.4164
2 C -0.7560 6.6344 3.9534
3 C -0.7625 6.2216 2.5134
4 Al 1.0505 6.6976 1.7318
5 P 2.6110 5.9227 3.3898
6 S 1.9250 4.1547 4.0509
7 H -0.5124 8.7323 3.7714
8 H -0.2890 8.0053 5.4683
9 H -0.9821 5.8704 4.6862
10 H -1.5791 6.6547 1.9394
11 H -0.7974 5.1345 2.4924
12 H 1.2185 8.2768 1.4661
13 H 1.3077 5.9148 0.3451
14 H 2.6854 6.8146 4.4811
15 H 3.9041 5.7150 2.8631
16 N -0.7579 1.7437 2.6756
17 C -0.3033 0.4824 2.4263
18 C -1.2624 -0.1781 1.7006
19 C -2.3363 0.7319 1.5036
20 C -1.9896 1.9092 2.1172
21 H -0.2554 2.4496 3.1934
22 H 0.6599 0.1625 2.7843
23 H -1.2019 -1.1953 1.3490
24 H -3.2555 0.5451 0.9720
25 H -2.5123 2.8465 2.2027
26 N 7.1488 3.4493 0.0088
27 C 6.1675 2.7568 0.6700
28 C 5.1230 3.6126 0.8901
29 C 5.4843 4.8713 0.3374
30 C 6.7370 4.7394 -0.1992
31 H 8.0305 3.0709 -0.2774
32 H 6.2976 1.7192 0.9255
33 H 4.1995 3.3675 1.3911
34 H 4.8878 5.7686 0.3348
35 H 7.3677 5.4474 -0.7092
36 N -4.8240 -1.9248 -0.7127
37 C -4.2761 -2.4425 -1.8525
38 C -3.2349 -3.2522 -1.4834
39 C -3.1549 -3.2219 -0.0644
40 C -4.1506 -2.3962 0.3803
41 H -5.6012 -1.2923 -0.6817
42 H -4.6696 -2.1910 -2.8228
43 H -2.5994 -3.8048 -2.1548
44 H -2.4473 -3.7433 0.5584
45 H -4.4346 -2.1010 1.3755
46 N -1.1125 -5.2613 -4.2019
47 C -0.5603 -5.7739 -5.3422
48 C 0.4813 -6.5845 -4.9766
49 C 0.5582 -6.5608 -3.5576
50 C -0.4396 -5.7367 -3.1103
51 H -1.8911 -4.6283 -4.1730
52 H -0.9534 -5.5176 -6.3108
53 H 1.1180 -7.1328 -5.6502
54 H 1.2647 -7.0871 -2.9382
55 H -0.7265 -5.4476 -2.1137
56 N -0.2235 -5.4231 2.0781
57 C 1.0862 -5.6296 2.4165
58 C 1.2701 -5.1544 3.6869
59 C 0.0212 -4.6430 4.1337
60 C -0.8794 -4.8249 3.1201
61 H -0.6386 -5.6708 1.2002
62 H 1.7708 -6.0927 1.7270
63 H 2.1966 -5.1690 4.2355
64 H -0.1896 -4.1920 5.0884
65 H -1.9254 -4.5802 3.0493
66 N -1.5937 -1.1749 -4.1753
67 C -2.5067 -0.2834 -4.6637
68 C -2.4061 -0.2826 -6.0300
69 C -1.3918 -1.2151 -6.3795
70 C -0.9122 -1.7493 -5.2127
71 H -1.4467 -1.3756 -3.2015
72 H -3.1453 0.2731 -3.9995
73 H -2.9924 0.3197 -6.7034
74 H -1.0534 -1.4637 -7.3714
75 H -0.1464 -2.4851 -5.0316


DFT (wB97M-V/def2-TZVPD) results for a cluster of 6 separate species, C18H54O24P6 in total at a distorted geometry.

HOMO level (eV): -10.41
Relative energy (zero: lowest compared OMol25 entry of this formula, charge and spin) (kcal/mol): 109.4
SMILES: COP(=O)(OC)OC.COP(=O)(OC)OC.COP(=O)(OC)OC.COP(=O)(OC)OC.COP(=O)(OC)OC.COP(=O)(OC)OC
Net charge: 0
Gap between HOMO and LUMO (eV): 10.79
Energy (Eh): -4572.4852
M (u): 840.5

Element x y z (Å)
1 C -3.0545 4.5476 10.3964
2 O -1.7785 4.5978 9.9341
3 P -1.1888 5.9195 9.2732
4 O -1.3363 7.1727 10.1439
5 O 0.3684 5.4834 8.8660
6 C 1.3047 6.4335 8.3946
7 O -2.0356 5.7838 7.8685
8 C -3.3675 6.2895 7.7269
9 H -3.5989 3.6621 10.0683
10 H -3.6627 5.3868 10.0590
11 H -3.0455 4.6789 11.4784
12 H 1.6130 6.3986 7.3497
13 H 2.1882 6.3305 9.0246
14 H 1.1375 7.4972 8.5641
15 H -3.3836 7.1061 7.0051
16 H -3.7560 6.8306 8.5896
17 H -4.1303 5.5392 7.5186
18 C 1.3875 -4.4662 -10.7227
19 O 0.8045 -4.5816 -9.4303
20 P -0.4556 -3.7194 -8.9795
21 O -1.4103 -3.3582 -10.0446
22 O 0.2353 -2.4284 -8.2367
23 C -0.6290 -1.5189 -7.6400
24 O -1.1416 -4.6330 -7.7721
25 C -1.8545 -5.8973 -7.8925
26 H 0.5802 -4.2540 -11.4237
27 H 1.7579 -5.4430 -11.0339
28 H 2.1283 -3.6762 -10.8457
29 H -0.8526 -1.5598 -6.5740
30 H -1.5806 -1.5389 -8.1711
31 H -0.1169 -0.5882 -7.8841
32 H -2.2812 -5.8672 -8.8951
33 H -2.7660 -6.0557 -7.3162
34 H -1.2359 -6.7600 -7.6453
35 C 1.5962 3.7040 1.5800
36 O 1.8807 3.6290 0.2206
37 P 3.2852 3.9523 -0.3733
38 O 3.3236 3.8970 -1.8170
39 O 4.4106 2.9481 0.3551
40 C 5.8172 3.0479 0.1379
41 O 3.6507 5.3847 0.3338
42 C 2.9822 6.5932 0.0356
43 H 0.6090 4.0698 1.8624
44 H 2.2023 4.4723 2.0600
45 H 1.6596 2.8039 2.1914
46 H 6.2275 2.8179 1.1211
47 H 6.1236 4.0748 -0.0610
48 H 6.2330 2.3468 -0.5857
49 H 2.5159 6.5453 -0.9485
50 H 3.7194 7.3893 -0.0680
51 H 2.1199 6.7462 0.6845
52 C 7.1622 0.7262 -9.5563
53 O 6.8370 0.5051 -10.9552
54 P 7.5600 1.6163 -12.0198
55 O 8.0128 2.9159 -11.4710
56 O 8.6696 0.7983 -12.8632
57 C 9.1621 1.1413 -14.1800
58 O 6.4178 1.8057 -13.1574
59 C 5.0401 2.0843 -12.9226
60 H 6.2017 0.9241 -9.0803
61 H 7.7705 1.6111 -9.3693
62 H 7.7333 -0.0614 -9.0648
63 H 8.6960 1.9570 -14.7328
64 H 8.9361 0.2377 -14.7462
65 H 10.2366 1.3191 -14.1362
66 H 4.7337 1.1481 -12.4561
67 H 4.5965 2.2325 -13.9071
68 H 4.8981 3.0091 -12.3633
69 C 0.1496 -3.5311 9.2042
70 O -0.2792 -4.7819 9.6247
71 P -1.7666 -5.0462 10.1978
72 O -2.6863 -3.9083 9.9176
73 O -2.2745 -6.5086 9.6845
74 C -2.8381 -6.6165 8.3583
75 O -1.4907 -5.2545 11.8137
76 C -0.5004 -6.1620 12.3309
77 H -0.7254 -2.8929 9.0804
78 H 0.5919 -3.4593 8.2106
79 H 0.9259 -3.1032 9.8384
80 H -3.2311 -5.7392 7.8446
81 H -3.6024 -7.3800 8.2137
82 H -2.0318 -6.9292 7.6948
83 H -0.8737 -6.8448 13.0941
84 H 0.2672 -5.4749 12.6868
85 H -0.0157 -6.7344 11.5399
86 C -5.0637 -3.5394 1.2673
87 O -6.4276 -3.6211 1.7373
88 P -7.6062 -2.7586 1.0278
89 O -7.8503 -2.9455 -0.4219
90 O -8.8373 -3.1606 1.9923
91 C -10.1169 -2.6656 1.7644
92 O -7.2324 -1.1650 1.3550
93 C -6.7656 -0.8346 2.6569
94 H -5.0607 -3.2492 0.2167
95 H -4.7632 -4.5798 1.3919
96 H -4.5072 -2.8888 1.9419
97 H -10.3757 -2.0014 2.5889
98 H -10.8865 -3.4351 1.8254
99 H -10.0982 -2.1915 0.7831
100 H -6.6073 -1.7552 3.2187
101 H -7.4880 -0.2088 3.1808
102 H -5.7957 -0.3377 2.6377